Entry 1:
17
Properties=species:S:1:pos:R:3:forces:R:3 method="wB97M-V/def2-TZVPD" e_above_lowest_kcal_mol=68.41 e_homo_ha=-0.2517 e_lumo_ev=0.8 total_energy_ev=-11821.093 homo_lumo_gap_ev=7.669
C 1.664458 0.438504 0.508473 0.42 0.30 -1.48
C -1.426500 -0.110563 0.029910 -0.18 0.55 0.66
C 1.164103 0.034048 -0.701175 -0.07 -0.47 1.42
N 1.054833 1.533828 1.199082 -0.36 0.02 0.29
N -0.898352 -0.894947 1.000209 1.33 0.16 0.15
N -2.483666 -0.606219 -0.689839 0.51 0.09 -0.28
O 1.842185 -0.980157 -1.356084 -0.08 0.27 -0.16
O -0.003324 0.363033 -1.173001 -0.30 -0.20 0.02
H 1.406579 -1.082376 -2.211421 -0.03 0.04 0.10
H 2.678019 0.160258 0.762890 -0.03 -0.12 0.10
H -1.516754 0.934020 0.324625 0.04 -0.29 -0.27
H 1.578531 1.809139 2.019464 -0.07 -0.01 -0.20
H 0.893313 2.340790 0.604859 0.12 -0.09 0.08
H -0.751855 -1.862800 0.734542 -0.19 0.00 -0.02
H 0.017172 -0.515365 1.364472 -1.21 -0.29 -0.46
H -2.399430 -1.565837 -0.997834 0.02 0.08 0.01
H -2.819313 0.004643 -1.419171 0.08 -0.03 0.03

---

Entry 2:
19
Properties=species:S:1:pos:R:3:forces:R:3 method="wB97M-V/def2-TZVPD" e_above_lowest_kcal_mol=87.07 e_homo_ha="-0.1169 / -0.1402" e_lumo_ev="3.6 / 3.6" total_energy_ev=-23159.886 homo_lumo_gap_ev="6.753 / 7.369" total_charge=-1
C -0.263936 0.377252 1.820152 0.86 1.93 -0.11
C 0.692672 1.667702 0.176895 0.95 0.20 -3.73
C -0.645692 0.352293 -1.519374 0.28 -0.27 1.90
N -1.095762 0.409413 2.941005 0.61 0.55 0.38
N 0.146750 -0.803369 1.327425 0.48 1.52 0.24
N 0.102578 1.541841 1.354852 -1.33 0.29 1.41
O 0.437414 -1.210148 -3.417378 -2.51 -1.29 0.26
O 1.609343 -1.227299 -1.156618 -0.72 0.40 -0.46
O -0.725339 -2.314449 -1.455486 -0.68 -0.77 0.56
P 0.218315 -1.231666 -1.782401 -0.37 0.46 0.13
H 0.799992 2.745341 -0.348927 -0.38 -2.57 1.52
H 1.414679 0.897729 -0.175193 -0.15 0.87 0.13
H -1.592005 0.110452 -0.999195 0.45 0.56 -0.23
H -0.714177 1.141246 -2.238653 0.09 0.17 -0.47
H -1.124472 -0.513059 3.305774 -0.14 -0.72 0.86
H -0.685479 1.071404 3.626335 -0.71 -0.58 -0.68
H -0.531592 -1.503251 1.312389 -0.89 -1.63 -0.33
H 0.712288 -0.685990 0.492060 0.16 -0.80 -0.37
H 1.244422 -0.825442 -3.263662 4.02 1.69 -1.01